Record 1
Density functional theory data (ωB97M-V/def2-TZVPD) for a cluster of 12 separate species, F6H22O11P in total in a non-equilibrium geometry.

ΔE to the lowest compared entry with this formula, charge and spin (eV): 0.542
Net charge: -1

Each line ends with the Löwdin charge.
Element x y z (Å)
P 0.08871 -0.23760 -0.02279  0.221
F -0.91581 0.98879 0.19439  -0.124
F -0.87502 -0.93206 -1.09669  -0.116
F 0.84629 0.45906 -1.27071  -0.137
F 1.16530 -1.46531 -0.08568  -0.163
F 1.10150 0.46638 1.05695  -0.165
F -0.64043 -1.03811 1.19222  -0.146
O 1.08231 2.33402 3.07271  -0.067
H 0.86265 1.75770 2.32492  -0.005
H 0.61798 1.93762 3.81477  0.027
O -0.50431 0.96592 -3.72076  -0.045
H 0.08777 0.45206 -4.27790  0.067
H -0.18820 0.79765 -2.82229  0.012
O 3.18157 -0.67402 2.83969  -0.059
H 2.75594 -0.64500 3.70052  0.029
H 2.46534 -0.50854 2.21470  -0.007
O 2.00521 2.84082 -3.59665  -0.061
H 1.60387 2.56221 -2.76746  0.018
H 2.91911 2.54949 -3.53124  0.033
O -3.06739 -0.01294 -3.67952  -0.092
H -3.38348 0.26037 -4.54386  0.016
H -2.12565 0.25771 -3.66675  -0.023
O -0.21033 -3.81105 -1.09132  -0.074
H 0.09851 -3.44367 -0.25627  -0.024
H -0.64302 -3.07476 -1.53181  0.010
O 1.05554 -4.31476 1.58010  -0.047
H 1.91273 -4.41824 1.15675  0.044
H 1.10075 -3.45337 2.00915  0.032
O -2.82135 -0.59430 2.78862  -0.082
H -2.06340 -1.00586 2.35285  -0.005
H -2.60084 0.34956 2.78663  -0.025
O -2.03546 2.08119 2.69534  -0.072
H -1.71409 2.96293 2.89844  0.052
H -2.63836 2.19122 1.93817  0.009
O 3.76758 -0.70473 -0.90680  -0.064
H 4.29330 -1.50727 -0.86694  0.027
H 2.91378 -0.95471 -0.52531  -0.016
O -3.18359 2.46942 0.16360  -0.053
H -3.87451 2.22240 -0.45751  0.056
H -2.44051 1.88980 -0.06224  0.017

Forces on the atoms, in the same order (eV/Å):
P 0.23 -0.98 0.78
F 0.13 0.16 -0.54
F -0.20 -0.08 0.20
F 0.17 0.66 0.37
F -0.12 -0.04 -0.28
F -0.03 0.04 -0.45
F 0.29 0.07 -0.33
O -0.02 0.04 0.07
H 0.04 0.19 0.15
H -0.08 -0.01 -0.02
O -0.04 -0.06 0.01
H 0.10 0.08 -0.01
H 0.06 -0.03 0.01
O -0.02 -0.28 0.03
H -0.01 0.08 0.02
H 0.06 0.18 -0.07
O 0.12 0.06 -0.08
H -0.05 -0.06 0.00
H 0.02 -0.03 0.08
O 0.01 -0.06 0.02
H 0.00 0.03 -0.01
H -0.28 0.02 -0.04
O -0.07 -0.22 -0.22
H -0.01 -0.16 0.07
H 0.00 0.08 0.04
O 0.00 0.07 0.09
H 0.01 0.02 -0.05
H 0.01 0.04 0.00
O -0.04 -0.10 0.07
H -0.32 0.16 0.06
H 0.08 -0.27 0.21
O -0.27 0.13 0.00
H 0.12 -0.01 -0.03
H 0.09 0.20 0.05
O 0.03 -0.01 -0.02
H 0.02 -0.01 0.04
H 0.10 0.07 -0.14
O 0.03 -0.02 -0.13
H -0.08 -0.03 0.07
H -0.09 0.09 -0.05



Record 2
Density functional theory data (ωB97M-V/def2-TZVPD) for a structure of composition C23H41Cl2N2O4PPbS2Si in a non-equilibrium geometry.

ΔE to the lowest compared entry with this formula, charge and spin (eV): 0.000

Each line ends with the Löwdin charge.
Element x y z (Å)
Pb 0.70481 0.02936 -0.72171  1.163
C 3.02499 6.96152 2.07694  -0.057
C 2.85077 5.51686 2.30726  -0.292
C 3.60591 4.56325 1.60718  -0.033
C 3.19937 3.22308 1.58449  -0.047
C 2.02161 2.85488 2.26511  -0.282
C 1.39669 3.77556 3.10267  -0.061
C 1.84173 5.07440 3.14494  -0.043
S 1.19817 1.30766 2.09279  0.578
O 0.94322 0.83121 3.43237  -0.306
O -0.00499 1.58192 1.22662  -0.458
N 2.13029 0.31811 1.16714  -0.367
C 3.22465 -0.48131 1.73529  -0.159
C 3.27004 -1.97860 1.30832  -0.494
O 4.00303 -2.76905 1.83791  0.089
O 2.43147 -2.27284 0.25402  -0.207
H 4.06649 7.15598 1.84174  0.076
H 2.73074 7.55805 2.95926  0.086
H 2.41165 7.31575 1.22192  0.100
H 4.43551 4.86004 0.96776  0.117
H 3.77766 2.47073 1.03130  0.111
H 0.59214 3.41250 3.72499  0.114
H 1.37883 5.79531 3.85000  0.127
H 3.17436 -0.41924 2.82867  0.124
H 4.16461 -0.03759 1.37992  0.120
S 1.79324 4.69081 -1.87170  0.571
C 1.58693 3.14672 -1.57543  -0.991
N 1.43890 1.97745 -1.39458  -0.161
Cl 0.24563 0.84456 -4.70937  0.511
C 1.44129 -0.46709 -4.93995  -0.962
Cl 2.39016 -0.84229 -3.47283  0.489
H 2.14785 -0.18621 -5.76796  0.052
H 0.88647 -1.36478 -5.22628  0.026
C -4.70267 1.19440 -0.55912  -0.121
C -3.18097 1.18578 -0.28264  -0.536
C -2.48853 2.26402 -1.14617  -0.112
P -2.38272 -0.50470 -0.35924  0.953
C -3.28124 -1.56605 -1.57587  -0.556
C -3.00218 -1.05023 -2.99998  -0.126
C -4.74252 -1.92960 -1.35291  -0.108
C -2.61209 -1.26737 1.30724  -0.538
C -2.48906 -2.81386 1.29014  -0.105
C -3.86078 -0.83388 2.08859  -0.115
H -5.13503 2.14678 -0.22833  0.081
H -5.22484 0.37270 -0.05331  0.053
H -4.91445 1.06894 -1.63142  0.070
H -3.05802 1.46659 0.79703  0.103
H -2.38396 1.88819 -2.20163  0.081
H -1.50531 2.49471 -0.76560  0.036
H -3.10210 3.18021 -1.13134  0.085
H -2.66317 -2.49224 -1.43168  0.097
H -3.58346 -0.12167 -3.24519  0.084
H -3.31388 -1.80095 -3.73349  0.076
H -1.92973 -0.84825 -3.16718  0.042
H -5.36350 -1.10747 -1.65081  0.054
H -4.97822 -2.18408 -0.34078  0.047
H -5.02659 -2.79675 -1.94278  0.082
H -1.73102 -0.83601 1.84365  0.100
H -3.38901 -3.24236 0.88446  0.060
H -2.34745 -3.15176 2.32829  0.086
H -1.66782 -3.22932 0.71568  0.053
H -4.78366 -1.26571 1.69907  0.064
H -3.99657 0.23358 2.17833  0.060
H -3.80028 -1.26664 3.10985  0.088
C 2.14219 -5.21016 1.03312  -0.153
Si 2.50615 -3.97315 -0.35220  0.557
C 4.19300 -4.03542 -1.22708  -0.141
C 1.09862 -3.98660 -1.58621  -0.162
H 2.11135 -6.27559 0.70132  0.048
H 1.18229 -5.02209 1.48855  0.023
H 2.88648 -5.15650 1.82450  0.025
H 4.50070 -5.07733 -1.45241  0.044
H 4.89132 -3.56760 -0.49790  0.040
H 4.17778 -3.45784 -2.12433  0.006
H 1.01211 -4.93686 -2.11059  0.041
H 1.27048 -3.17421 -2.30245  -0.011
H 0.16413 -3.76036 -1.10594  0.007

Forces on the atoms, in the same order (eV/Å):
Pb 0.29 -0.60 0.50
C 0.16 1.07 0.07
C 0.16 -0.90 -0.47
C -0.63 -0.37 -0.13
C -0.41 -0.26 0.13
C 0.77 0.67 -0.27
C 0.14 -0.64 0.03
C -0.60 0.63 0.81
S 0.66 -1.27 -1.48
O -0.11 -0.05 -0.29
O 1.37 -0.80 0.76
N -1.40 0.68 0.70
C -0.75 0.38 -0.26
C -1.02 1.17 -0.49
O -0.15 -0.09 -0.30
O 0.91 -1.33 0.79
H 0.13 0.34 -0.07
H 0.17 -0.23 -0.37
H 0.30 -0.32 0.42
H -0.11 0.04 0.24
H -0.45 0.41 0.09
H -0.17 0.20 0.05
H 0.15 -0.51 -0.68
H 0.30 -0.32 -0.12
H 0.12 -0.30 0.28
S 0.10 0.70 -0.05
C -0.31 -1.94 0.16
N 0.38 2.04 -0.50
Cl 0.52 -0.41 0.07
C 0.25 0.13 -0.94
Cl -0.07 0.15 -0.50
H -0.73 -0.14 1.06
H 0.19 0.24 0.21
C 0.07 -0.28 -0.04
C -0.63 0.18 0.86
C -0.40 -0.88 -0.62
P 0.02 0.76 -0.30
C 0.87 -0.60 0.12
C -0.33 0.39 -0.24
C 0.26 -0.07 -0.49
C 0.29 0.30 0.34
C 0.18 0.70 0.64
C -0.05 -1.13 0.76
H 0.04 -0.16 -0.12
H 0.13 0.34 0.05
H 0.12 0.18 0.22
H 0.11 -0.12 -0.84
H -0.14 0.54 0.83
H 0.37 0.12 0.08
H 0.29 -0.31 -0.14
H -0.49 0.46 -0.31
H 0.54 -0.70 0.36
H 0.03 0.03 0.05
H -0.42 0.01 0.12
H -0.46 0.30 -0.14
H -0.02 -0.02 0.72
H 0.05 -0.12 -0.30
H -0.51 -0.38 -0.20
H -0.47 -0.28 -0.02
H -0.20 -0.02 -0.32
H 0.34 0.27 -0.19
H 0.02 0.07 -0.33
H 0.11 0.24 0.00
H 0.11 0.41 -0.36
C 0.62 -0.50 -0.44
Si 0.08 0.76 0.08
C -0.27 -0.75 1.71
C 0.64 0.48 -0.06
H 0.09 0.79 -0.10
H -0.44 0.27 0.09
H 0.10 0.08 0.01
H -0.04 0.63 0.15
H -0.16 -0.47 -0.59
H -0.05 0.42 -0.68
H 0.03 -0.02 -0.05
H 0.01 -0.26 -0.10
H -0.58 -0.04 0.35



Record 3
Density functional theory data (ωB97M-V/def2-TZVPD) for a structure of composition C35H35F6InN4PSSb2 in a non-equilibrium geometry.

Spin multiplicity: 2
Expectation value of S²: 1.768
ΔE to the lowest compared entry with this formula, charge and spin (eV): 5.144
Net charge: +2

Each line ends with the Löwdin spin population.
Element x y z (Å)
In 2.70483 -1.40245 -0.13486  0.332
C 0.99281 -4.78035 -2.95841  0.008
C 1.44110 -3.49412 -2.34607  0.035
N 1.86859 -3.41417 -1.14015  0.039
N 1.82407 -4.46260 -0.31016  0.129
C 2.94270 -4.56125 0.45960  0.010
N 2.93488 -5.57510 1.32529  -0.022
S 4.28032 -3.50386 0.35701  0.238
C 1.50488 -2.23482 -3.15516  0.004
C 1.14959 -2.23997 -4.49063  0.006
C 1.28225 -1.06873 -5.22807  -0.002
C 1.77831 0.06221 -4.61024  0.005
C 2.12330 -0.02277 -3.26914  0.004
N 1.98573 -1.13605 -2.55474  0.058
H 0.83156 -5.52167 -2.18193  0.002
H 1.75376 -5.16004 -3.64625  0.001
H 0.07107 -4.63827 -3.52603  0.001
H 2.08379 -6.09508 1.46727  -0.001
H 3.66000 -5.63325 2.01981  0.000
H 0.78271 -3.14181 -4.96065  0.001
H 1.01020 -1.05129 -6.27619  0.000
H 1.90603 0.99188 -5.15009  0.000
H 2.52902 0.83853 -2.74701  0.003
C -2.56147 -0.52123 -0.32543  -0.043
C -2.60577 -0.20950 1.17780  0.001
C -1.26158 -0.41701 1.90636  0.004
Sb 0.09057 1.17731 1.46645  -0.140
C 1.74181 0.97858 2.82707  0.178
C 1.93340 -1.15023 4.75178  0.072
C 3.31671 -0.89462 5.11710  0.252
C 4.28824 -0.19033 4.48374  -0.003
C 4.19664 0.61514 3.33246  0.287
C 3.06013 1.02753 2.59445  0.040
C -0.81293 2.71056 2.61968  -0.027
C -0.15408 3.93839 2.68293  -0.003
C -0.60008 4.91549 3.55967  0.000
C -1.70168 4.67054 4.37053  -0.002
C -2.36219 3.45341 4.29941  -0.001
C -1.92244 2.46602 3.42122  -0.007
Sb -1.27941 0.81649 -1.38082  -0.343
C -1.59018 0.30773 -3.40140  -0.098
C -1.62346 1.32193 -4.36011  -0.021
C -1.90244 0.99276 -5.67899  -0.002
C -2.12884 -0.33372 -6.03479  -0.016
C -2.08120 -1.33976 -5.07705  -0.002
C -1.79906 -1.02617 -3.75284  -0.023
C -2.24011 2.66736 -1.16195  -0.034
C -3.60346 2.73268 -0.87586  -0.009
C -4.22043 3.97281 -0.77395  -0.002
C -3.48189 5.13703 -0.95551  0.000
C -2.12280 5.07119 -1.23505  0.000
C -1.49620 3.83620 -1.33334  -0.002
H -3.53876 -0.42191 -0.79804  -0.007
H -2.20233 -1.53634 -0.50516  0.000
H -3.33443 -0.87532 1.64609  0.000
H -2.98437 0.80464 1.32494  0.000
H -0.78666 -1.35279 1.61765  0.000
H -1.38316 -0.44162 2.98631  -0.001
H 1.26891 -1.12669 5.60901  0.009
H 3.58152 -1.42586 6.02980  0.011
H 5.27634 -0.24890 4.92326  -0.005
H 5.13968 0.99273 2.95645  0.014
H 3.26180 1.59778 1.69059  0.000
H 0.70440 4.14403 2.05269  -0.001
H -0.08727 5.86735 3.61135  0.000
H -2.04605 5.43306 5.05792  0.000
H -3.22216 3.26370 4.92885  0.000
H -2.45784 1.52709 3.38551  -0.001
H -1.47364 2.36028 -4.08427  -0.001
H -1.95498 1.77294 -6.42791  0.000
H -2.35311 -0.58318 -7.06395  -0.001
H -2.27774 -2.36737 -5.35693  0.000
H -1.76957 -1.81684 -3.01091  -0.001
H -4.19595 1.83480 -0.74002  -0.001
H -5.27880 4.02917 -0.55273  0.000
H -3.96945 6.10042 -0.87813  0.000
H -1.55105 5.98020 -1.37250  0.000
H -0.43121 3.79488 -1.53619  -0.001
F 1.49081 -1.73515 2.30647  0.039
P 1.44370 -2.66716 3.69411  0.008
F 2.97907 -3.03029 3.43182  0.005
F 0.95664 -3.92248 2.85144  0.000
F 1.30726 0.22364 4.03374  0.022
F 1.45999 -3.45322 5.07892  0.001
F -0.08887 -2.20312 3.90309  0.004

Forces on the atoms, in the same order (eV/Å):
In 0.17 -1.26 -0.47
C -0.07 0.08 -0.09
C 0.01 0.25 0.04
N -0.29 0.76 0.02
N 1.52 -0.25 0.77
C -2.33 -0.35 -0.67
N 0.48 0.07 0.12
S 0.48 0.88 0.06
C 0.07 -0.55 0.29
C 0.02 0.17 -0.23
C 0.04 -0.13 -0.06
C 0.02 0.09 0.01
C -0.01 0.11 0.03
N 0.07 0.16 0.09
H 0.00 0.01 0.01
H -0.02 0.03 0.02
H 0.04 -0.05 0.03
H -0.02 0.04 -0.05
H -0.03 -0.04 0.01
H 0.03 0.04 0.04
H 0.01 0.00 0.05
H 0.01 -0.05 0.05
H -0.01 -0.03 -0.02
C 0.17 -0.04 0.33
C 0.18 -0.11 -0.07
C -0.16 0.05 -0.17
Sb 0.00 0.35 0.33
C -0.33 -1.09 0.21
C 0.52 -0.48 0.29
C -0.35 0.00 -0.02
C 0.08 0.11 -0.19
C -0.04 -0.03 0.06
C 0.20 0.27 0.06
C 0.05 0.13 -0.11
C -0.14 0.01 -0.02
C 0.00 0.00 -0.02
C 0.00 0.01 -0.01
C 0.00 -0.07 -0.07
C -0.02 0.18 0.04
Sb -0.16 0.01 -0.12
C 0.09 -0.09 -0.12
C -0.06 -0.16 0.02
C 0.03 -0.04 0.00
C 0.00 0.00 0.05
C -0.06 0.08 0.03
C -0.06 0.19 -0.08
C 0.04 0.19 0.03
C 0.05 0.07 -0.03
C 0.06 0.02 0.01
C -0.02 -0.06 0.01
C -0.02 -0.03 0.02
C -0.12 -0.03 0.08
H -0.04 -0.01 0.02
H -0.02 0.01 0.00
H -0.02 -0.02 -0.04
H -0.01 0.03 0.04
H -0.05 -0.02 0.01
H -0.05 -0.02 -0.01
H -0.12 0.17 -0.01
H -0.04 0.05 -0.03
H -0.01 0.00 -0.01
H -0.04 0.01 0.00
H 0.07 -0.05 -0.04
H 0.02 -0.02 0.02
H -0.01 -0.02 0.00
H 0.01 -0.03 -0.03
H 0.02 0.00 -0.01
H 0.04 -0.04 0.02
H 0.01 -0.04 0.01
H 0.00 -0.03 0.01
H -0.01 0.01 0.01
H 0.01 0.02 -0.01
H 0.00 0.03 0.01
H 0.02 0.02 -0.01
H 0.03 0.00 -0.02
H 0.01 -0.03 0.00
H -0.02 -0.03 0.00
H 0.00 -0.02 -0.01
F -0.01 0.15 -0.39
P -0.17 0.01 -0.06
F 0.31 -0.03 -0.07
F 0.03 0.02 0.00
F 0.13 0.59 -0.26
F -0.04 -0.14 0.19
F -0.14 0.03 0.05



| no. | E_tot (a.u.) |
| --- | --- |
| 1 | -1781.7423 |
| 2 | -3852.0045 |
| 3 | -3582.5107 |